Record 1
Formula: C47H52Br2N2O2P2Zr
Source: OMol25
Level of theory: the ωB97M-V functional and the def2-TZVPD basis

## Properties
E_HOMO in eV: -7.195
Relative energy (zero: lowest compared OMol25 entry of this formula, charge and spin) in kcal per mole: 15.9
Kohn-Sham gap in eV: 6.91

Cartesian coordinates (Å):
Zr: 0.082 0.543 -0.718
C: -2.121 -5.223 -0.650
C: -2.031 -3.751 -1.080
C: -1.318 -3.738 -2.439
P: -1.329 -2.459 0.088
C: -2.467 -2.489 1.588
C: -1.683 -2.331 2.892
C: -3.479 -3.622 1.753
C: 0.238 -3.107 0.746
C: 0.318 -4.391 1.291
C: 1.409 -4.835 2.011
C: 2.438 -3.935 2.249
C: 2.385 -2.657 1.734
C: 1.316 -2.208 0.927
N: 1.316 -0.898 0.426
C: 2.570 -0.220 0.517
C: 3.735 -0.727 -0.073
C: 4.895 0.018 -0.110
C: 4.924 1.299 0.438
C: 3.798 1.791 1.070
C: 2.628 1.031 1.148
P: 1.087 1.552 1.969
C: 1.206 0.579 3.549
C: 2.544 0.568 4.288
C: 0.053 0.926 4.492
C: 1.276 3.364 2.291
C: -0.129 3.977 2.319
C: 2.090 3.798 3.508
H: -2.833 -5.730 -1.306
H: -2.442 -5.387 0.373
H: -1.156 -5.712 -0.789
H: -3.051 -3.379 -1.235
H: -0.237 -3.844 -2.309
H: -1.659 -4.593 -3.026
H: -1.508 -2.841 -3.018
H: -3.050 -1.576 1.432
H: -1.218 -3.275 3.180
H: -2.360 -2.027 3.695
H: -0.881 -1.596 2.826
H: -3.002 -4.548 2.078
H: -4.047 -3.821 0.844
H: -4.193 -3.342 2.531
H: -0.525 -5.055 1.175
H: 1.437 -5.840 2.411
H: 3.287 -4.220 2.859
H: 3.190 -1.979 1.976
H: 3.712 -1.713 -0.519
H: 5.778 -0.393 -0.583
H: 5.825 1.898 0.385
H: 3.823 2.781 1.506
H: 1.036 -0.436 3.167
H: 2.691 1.480 4.866
H: 3.389 0.455 3.608
H: 2.565 -0.271 4.988
H: 0.140 1.948 4.865
H: 0.062 0.259 5.357
H: -0.917 0.835 4.003
H: 1.769 3.733 1.386
H: -0.713 3.596 3.161
H: -0.674 3.746 1.402
H: -0.064 5.062 2.419
H: 1.605 3.500 4.438
H: 2.172 4.888 3.521
H: 3.098 3.385 3.513
Br: 2.449 -1.882 -3.042
C: 2.953 -0.061 -3.003
C: 4.063 0.304 -3.749
C: 4.473 1.624 -3.710
C: 3.775 2.517 -2.917
C: 2.678 2.053 -2.216
N: 2.249 0.785 -2.264
C: 1.902 2.989 -1.315
O: 2.263 4.130 -1.145
O: 0.869 2.428 -0.771
H: 4.581 -0.438 -4.338
H: 5.333 1.943 -4.283
H: 4.047 3.558 -2.816
Br: -1.479 2.685 -2.723
C: -2.934 2.889 -1.530
C: -3.927 3.735 -1.934
C: -5.043 3.956 -1.107
C: -5.113 3.330 0.099
C: -4.087 2.453 0.527
C: -4.194 1.841 1.799
C: -3.214 1.004 2.234
C: -2.107 0.744 1.401
C: -1.923 1.277 0.145
C: -2.952 2.183 -0.295
H: -3.848 4.236 -2.889
H: -5.828 4.625 -1.435
H: -5.956 3.494 0.760
H: -5.060 2.061 2.412
H: -3.279 0.537 3.210
H: -1.352 0.078 1.801
C: -0.722 -0.488 -2.547
C: -0.926 -0.142 -3.987
C: -2.186 -0.340 -4.562
C: -2.450 -0.013 -5.882
C: -1.449 0.518 -6.683
C: -0.190 0.715 -6.139
C: 0.064 0.393 -4.813
H: -0.145 -1.414 -2.460
H: -1.709 -0.735 -2.129
H: -2.983 -0.745 -3.946
H: -3.442 -0.173 -6.286
H: -1.650 0.778 -7.714
H: 0.603 1.136 -6.746
H: 1.047 0.592 -4.416

***

Record 2
Formula: C47H52N3P2PdSi2
Source: OMol25
Level of theory: the ωB97M-V functional and the def2-TZVPD basis

## Properties
Net charge: +1
E_HOMO (alpha / beta) in eV: -9.504 / -10.566
Relative energy (zero: lowest compared OMol25 entry of this formula, charge and spin) in kcal per mole: 0.0
Kohn-Sham gap (alpha / beta) in eV: 6.60 / 7.24
⟨S²⟩: 2.0069
2S+1: 3

Cartesian coordinates (Å):
Pd: 6.201 1.911 18.145
C: 10.309 0.715 16.109
C: 11.026 0.170 17.171
C: 10.320 -0.012 18.357
C: 8.979 0.306 18.452
N: 8.298 0.900 17.417
C: 8.961 1.114 16.286
C: 8.240 0.006 19.666
C: 8.548 -0.995 20.499
C: 7.755 -1.227 21.605
C: 6.676 -0.384 21.826
C: 6.467 0.661 20.956
N: 7.219 0.845 19.860
C: 5.351 1.670 21.161
C: 5.037 2.085 22.487
C: 4.151 3.150 22.667
C: 3.665 3.772 21.527
C: 3.998 3.299 20.246
N: 4.890 2.275 20.092
H: 10.789 0.931 15.173
H: 12.048 -0.133 17.026
H: 10.742 -0.544 19.229
H: 8.379 1.589 15.564
H: 9.398 -1.636 20.321
H: 7.926 -2.178 22.129
H: 5.943 -0.581 22.612
H: 5.514 1.613 23.356
H: 3.819 3.573 23.601
H: 2.848 4.507 21.677
H: 3.645 3.865 19.348
C: 7.803 3.891 20.534
P: 7.343 4.060 18.829
C: 8.851 4.357 17.911
C: 8.908 5.157 16.780
C: 10.089 5.247 16.049
C: 11.222 4.555 16.402
C: 11.150 3.788 17.541
C: 9.962 3.744 18.363
C: 6.449 5.537 18.416
C: 5.233 5.519 17.767
C: 4.645 6.765 17.464
C: 5.296 7.965 17.768
C: 6.476 7.931 18.495
C: 7.005 6.708 18.863
P: 8.558 5.244 21.607
C: 10.314 5.429 21.017
C: 10.655 6.402 20.004
C: 11.979 6.438 19.497
C: 12.917 5.507 19.952
C: 12.629 4.659 21.034
C: 11.339 4.617 21.531
C: 8.797 4.286 23.225
C: 8.785 2.926 23.472
C: 9.119 2.487 24.731
C: 9.536 3.365 25.737
C: 9.476 4.713 25.522
C: 9.050 5.159 24.285
H: 8.385 2.965 20.594
H: 6.832 3.638 21.033
H: 8.045 5.618 16.337
H: 10.050 5.869 15.149
H: 12.035 4.546 15.730
H: 12.052 3.190 17.753
H: 10.003 3.073 19.220
H: 4.704 4.541 17.513
H: 3.684 6.820 16.978
H: 4.898 8.932 17.524
H: 6.936 8.792 18.862
H: 7.803 6.721 19.644
H: 9.897 7.122 19.703
H: 12.231 7.136 18.703
H: 13.922 5.526 19.555
H: 13.477 4.137 21.378
H: 11.118 3.924 22.346
H: 8.419 2.235 22.683
H: 9.220 1.444 24.957
H: 9.893 2.894 26.667
H: 9.762 5.344 26.294
H: 8.991 6.200 24.129
C: 2.539 0.529 18.405
Si: 3.766 0.251 16.980
C: 5.039 -1.070 17.528
C: 2.696 -0.428 15.549
C: 4.714 1.853 16.572
Si: 5.237 2.075 14.696
C: 6.506 3.413 14.493
C: 3.676 2.578 13.785
C: 5.930 0.484 14.016
H: 1.795 -0.290 18.428
H: 1.982 1.479 18.294
H: 2.971 0.543 19.369
H: 4.773 -2.124 17.640
H: 5.607 -0.780 18.476
H: 5.810 -1.070 16.671
H: 2.026 -1.167 15.929
H: 3.289 -0.749 14.688
H: 2.126 0.446 15.168
H: 4.002 2.661 16.665
H: 6.135 4.291 15.012
H: 6.639 3.610 13.426
H: 7.495 3.174 14.831
H: 3.938 3.354 13.051
H: 2.918 2.974 14.428
H: 3.247 1.683 13.341
H: 6.808 0.154 14.634
H: 6.307 0.575 13.012
H: 5.249 -0.384 14.035